12 unconnected molecules or ions with the total composition C24H72O24 in a non-equilibrium geometry, computed with ωB97M-V with the def2-TZVPD basis set.

* SMILES: OCCO.OCCO.OCCO.OCCO.OCCO.OCCO.OCCO.OCCO.OCCO.OCCO.OCCO.OCCO
* relative energy (zero: lowest compared OMol25 entry of this formula, charge and spin): 162.9 kJ/mol
* spin multiplicity: 1
* Kohn-Sham gap: 9.76 eV

Bonds (Å) are listed after each position.
Positions of all 120 atoms, in Å:
1 O -2.536 -4.816 2.376  C2 1.382, H5 0.967
2 C -3.408 -3.751 2.249  O1 1.382, C3 1.545, H6 1.100, H7 1.066
3 C -2.681 -2.408 2.015  C2 1.545, O4 1.366, H8 1.113, H9 1.140
4 O -1.636 -2.265 2.881  C3 1.366, H10 0.959
5 H -2.416 -5.300 1.548  O1 0.967
6 H -4.035 -3.953 1.368  C2 1.100
7 H -4.019 -3.642 3.115  C2 1.066
8 H -3.399 -1.592 2.256  C3 1.113
9 H -2.340 -2.320 0.930  C3 1.140
10 H -0.881 -2.704 2.486  O4 0.959
11 O 1.579 0.013 3.754  C12 1.477, H15 1.028
12 C 1.562 1.413 4.226  O11 1.477, C13 1.528, H16 1.081, H17 1.122
13 C 2.491 2.237 3.335  C12 1.528, O14 1.434, H18 1.097, H19 1.120
14 O 3.761 1.651 3.020  C13 1.434, H20 0.968
15 H 1.319 -0.575 4.556  O11 1.028
16 H 0.540 1.756 4.144  C12 1.081
17 H 1.734 1.495 5.331  C12 1.122
18 H 2.679 3.201 3.824  C13 1.097
19 H 2.034 2.320 2.315  C13 1.120
20 H 3.566 0.710 2.902  O14 0.968
21 O 0.560 3.614 0.839  C22 1.495, H25 0.990
22 C 0.564 4.658 -0.231  O21 1.495, C23 1.523, H26 1.077, H27 1.093
23 C 0.988 6.020 0.303  C22 1.523, O24 1.447, H28 1.084, H29 1.098
24 O -0.145 6.752 0.826  C23 1.447, H30 0.976
25 H 0.214 4.053 1.656  O21 0.990
26 H 1.250 4.416 -1.025  C22 1.077
27 H -0.451 4.648 -0.638  C22 1.093
28 H 1.419 6.497 -0.570  C23 1.084
29 H 1.868 6.016 0.959  C23 1.098
30 H -0.790 6.838 0.099  O24 0.976
31 O 4.496 1.069 -3.570  C32 1.448, H35 0.952
32 C 3.937 2.404 -3.563  O31 1.448, C33 1.557, H36 1.074, H37 1.066
33 C 2.742 2.601 -2.584  C32 1.557, O34 1.416, H38 1.105, H39 1.109
34 O 2.027 3.755 -2.982  C33 1.416, H40 0.978
35 H 3.830 0.433 -3.810  O31 0.952
36 H 4.760 3.056 -3.338  C32 1.074
37 H 3.579 2.585 -4.550  C32 1.066
38 H 3.017 2.792 -1.530  C33 1.105
39 H 2.127 1.679 -2.635  C33 1.109
40 H 1.116 3.565 -3.282  O34 0.978
41 O 0.778 0.519 -1.023  C42 1.459, H45 0.943
42 C -0.211 -0.119 -0.161  O41 1.459, C43 1.478, H46 1.117, H47 1.089
43 C -0.731 0.788 0.884  C42 1.478, O44 1.431, H48 1.143, H49 1.096
44 O -1.359 1.935 0.303  C43 1.431, H50 1.010
45 H 1.564 0.630 -0.515  O41 0.943
46 H -1.032 -0.392 -0.867  C42 1.117
47 H 0.174 -1.043 0.267  C42 1.089
48 H 0.135 1.144 1.539  C43 1.143
49 H -1.515 0.207 1.383  C43 1.096
50 H -0.722 2.711 0.414  O44 1.010
51 O 0.507 -2.183 5.544  C52 1.429, H55 0.974
52 C 0.325 -3.583 5.325  O51 1.429, C53 1.528, H56 1.123, H57 1.130
53 C 1.355 -4.038 4.292  C52 1.528, O54 1.401, H58 1.044, H59 1.076
54 O 1.085 -3.431 3.059  C53 1.401, H60 0.937
55 H -0.358 -1.756 5.677  O51 0.974
56 H 0.490 -4.082 6.317  C52 1.123
57 H -0.723 -3.809 4.968  C52 1.130
58 H 1.284 -5.073 4.180  C53 1.044
59 H 2.344 -3.819 4.654  C53 1.076
60 H 1.019 -2.501 3.153  O54 0.937
61 O -0.641 2.682 -2.418  C62 1.448, H65 0.955
62 C -1.610 1.865 -3.119  O61 1.448, C63 1.506, H66 1.088, H67 1.112
63 C -2.995 1.907 -2.531  C62 1.506, O64 1.401, H68 1.070, H69 1.117
64 O -3.197 1.105 -1.400  C63 1.401, H70 0.967
65 H -0.137 2.098 -1.855  O61 0.955
66 H -1.585 2.224 -4.147  C62 1.088
67 H -1.287 0.801 -3.103  C62 1.112
68 H -3.546 1.447 -3.324  C63 1.070
69 H -3.452 2.913 -2.370  C63 1.117
70 H -2.735 1.552 -0.678  O64 0.967
71 O 0.951 -4.941 -1.889  C72 1.436, H75 0.964
72 C -0.273 -4.782 -1.153  O71 1.436, C73 1.512, H76 1.128, H77 1.067
73 C -0.070 -4.400 0.296  C72 1.512, O74 1.420, H78 1.117, H79 1.095
74 O 0.477 -5.440 1.093  C73 1.420, H80 0.972
75 H 1.649 -5.107 -1.245  O71 0.964
76 H -0.820 -3.909 -1.610  C72 1.128
77 H -0.887 -5.642 -1.301  C72 1.067
78 H -1.066 -4.015 0.621  C73 1.117
79 H 0.636 -3.568 0.382  C73 1.095
80 H 0.649 -5.003 1.944  O74 0.972
81 O -3.503 5.970 1.500  C82 1.424, H85 0.910
82 C -3.089 4.608 1.464  O81 1.424, C83 1.499, H86 1.120, H87 1.066
83 C -2.529 4.178 2.786  C82 1.499, O84 1.443, H88 1.064, H89 1.073
84 O -1.191 4.707 2.898  C83 1.443, H90 0.965
85 H -4.254 5.948 2.013  O81 0.910
86 H -3.927 3.962 1.097  C82 1.120
87 H -2.268 4.576 0.784  C82 1.066
88 H -2.482 3.119 2.700  C83 1.064
89 H -3.108 4.376 3.668  C83 1.073
90 H -1.246 5.650 2.701  O84 0.965
91 O 3.570 -2.516 -1.529  C92 1.408, H95 0.940
92 C 3.379 -1.842 -0.307  O91 1.408, C93 1.546, H96 1.096, H97 1.079
93 C 3.815 -0.359 -0.336  C92 1.546, O94 1.453, H98 1.096, H99 1.103
94 O 3.003 0.465 0.542  C93 1.453, H100 0.989
95 H 2.776 -2.563 -2.028  O91 0.940
96 H 2.362 -1.953 0.085  C92 1.096
97 H 4.125 -2.244 0.361  C92 1.079
98 H 3.907 0.169 -1.293  C93 1.096
99 H 4.802 -0.350 0.154  C93 1.103
100 H 3.510 1.218 0.935  O94 0.989
101 O 1.264 -3.400 -4.415  C102 1.423, H105 0.963
102 C 0.720 -2.226 -3.824  O101 1.423, C103 1.499, H106 1.088, H107 1.047
103 C 1.364 -1.071 -4.530  C102 1.499, O104 1.460, H108 1.096, H109 1.101
104 O 2.795 -1.090 -4.240  C103 1.460, H110 0.955
105 H 1.280 -4.165 -3.831  O101 0.963
106 H -0.361 -2.248 -3.941  C102 1.088
107 H 0.913 -2.219 -2.795  C102 1.047
108 H 0.964 -0.120 -4.160  C103 1.096
109 H 1.255 -1.206 -5.618  C103 1.101
110 H 3.093 -1.996 -4.282  O104 0.955
111 O -5.031 -2.078 -3.749  C112 1.432, H115 0.999
112 C -3.618 -2.197 -3.554  O111 1.432, C113 1.508, H116 1.105, H117 1.073
113 C -3.207 -2.401 -2.117  C112 1.508, O114 1.387, H118 1.082, H119 1.088
114 O -3.768 -1.496 -1.228  C113 1.387, H120 0.945
115 H -5.346 -1.396 -3.090  O111 0.999
116 H -3.201 -2.976 -4.217  C112 1.105
117 H -3.195 -1.227 -3.731  C112 1.073
118 H -2.128 -2.371 -2.191  C113 1.082
119 H -3.518 -3.414 -1.870  C113 1.088
120 H -3.417 -0.635 -1.402  O114 0.945